1.
A structure of composition C30H27As2CaF6NO4S. Source: the OMol25 dataset; level of theory: the ωB97M-V functional and the def2-TZVPD basis.

Output
**Total energy**: -208488.3516 eV
**Energy relative to the best compared isomer or geometry (same formula, charge and spin)**: 43.5 kJ/mol
**HOMO energy**: 0.2 eV

The geometry in ORCA input format:
```
! RIJCOSX wB97M-V def2-TZVPD def2/J DEFGRID3
* xyz -2 1
Ca -0.49161 -1.01381 1.03047
C 0.04210 -1.64222 5.31260
As 1.03251 -0.69892 3.91263
C 1.60702 0.81355 5.14233
C 2.75872 -1.62621 3.96314
C 3.20052 -2.25445 5.12101
C 4.41285 -2.93086 5.15971
C 5.21114 -2.96621 4.02998
C 4.79486 -2.31258 2.87524
C 3.58025 -1.63944 2.82716
As 2.96344 -0.75269 1.18648
C 4.62295 -0.91775 0.11182
C 3.31403 1.11305 1.74705
H 0.54568 -1.57771 6.27911
H -0.07622 -2.66430 4.95720
H -0.93563 -1.16395 5.38490
H 2.21554 0.46690 5.98272
H 0.70052 1.28492 5.53193
H 2.16840 1.56075 4.57935
H 2.57812 -2.24433 6.00769
H 4.72338 -3.43636 6.06784
H 6.15443 -3.50177 4.03771
H 5.43348 -2.35345 2.00144
H 5.50672 -0.57518 0.65323
H 4.48459 -0.29472 -0.77307
H 4.76789 -1.94810 -0.21268
H 4.11020 1.17010 2.48971
H 2.39014 1.53034 2.14379
H 3.58977 1.68560 0.85963
C -5.54519 0.45463 -4.45473
C -4.38100 -0.25680 -5.13679
C -3.88504 0.59153 -6.30061
C -2.64273 -0.01036 -6.93060
C -1.57043 -0.13686 -5.88733
C -0.23447 -0.01301 -6.19457
C 0.72520 -0.17483 -5.20322
F 2.02653 -0.04329 -5.56692
C 0.39416 -0.46445 -3.91203
C -0.96210 -0.58624 -3.57551
C -1.29508 -0.92627 -2.17121
O -0.36601 -1.03677 -1.36584
C -2.69637 -1.14033 -1.92100
C -3.57256 -0.94271 -2.93280
N -3.28039 -0.52584 -4.19694
C -1.94563 -0.40314 -4.55529
C -3.34035 -1.53325 -0.56933
O -4.43469 -2.10341 -0.65965
O -2.70460 -1.16548 0.44254
H -6.27141 0.75328 -5.21297
H -5.18965 1.35071 -3.94373
H -6.06295 -0.16818 -3.72959
H -4.72976 -1.21939 -5.53298
H -3.66662 1.59997 -5.93609
H -4.69565 0.67688 -7.02717
H -2.28875 0.59548 -7.76674
H -2.88333 -1.00039 -7.33471
H 0.08715 0.20129 -7.20668
H 1.13219 -0.60256 -3.13398
H -4.61039 -1.14568 -2.71015
F -1.06994 5.60495 4.13423
C -0.81959 4.54168 3.33231
C 0.02723 4.66021 2.24591
F 0.60606 5.85405 1.99429
C 0.27932 3.58389 1.42018
F 1.11176 3.76772 0.37311
C -0.30006 2.30270 1.61898
O -0.08342 1.30702 0.86211
C -1.15621 2.23875 2.75233
F -1.76589 1.06419 3.00958
C -1.40986 3.31193 3.57610
F -2.24265 3.18380 4.62651
S 0.30737 -3.15566 2.27089
*
```

=====

2.
A structure of composition C30H27AuNO2STe. Source: the OMol25 dataset; level of theory: the ωB97M-V functional and the def2-TZVPD basis.

Output
**Total energy**: -58924.4755 eV
**HOMO energy (alpha / beta)**: -16.2 / -16.5 eV

The geometry in ORCA input format:
```
! RIJCOSX wB97M-V def2-TZVPD def2/J DEFGRID3
* xyz 3 3
Au 1.04138 0.89671 -0.21655
O 3.47418 0.82060 -0.33406
C 4.00194 2.13647 -0.16750
C 2.98403 3.17950 -0.53688
C 3.40540 4.44259 -0.92478
C 2.47297 5.44956 -1.10383
C 1.12748 5.17487 -0.89145
C 0.76642 3.88516 -0.57349
N 1.67589 2.91173 -0.40334
H 4.05604 0.18977 0.10292
H 4.89657 2.26465 -0.77714
H 4.26768 2.30349 0.88161
H 4.45864 4.62853 -1.08668
H 2.79069 6.43898 -1.40465
H 0.37425 5.94373 -0.98161
H -0.27147 3.60921 -0.44854
Te -1.26337 0.47980 1.24362
C -3.15839 0.38988 0.28355
C -4.15494 -0.15512 1.09051
C -5.46702 -0.13793 0.64473
C -5.77239 0.40849 -0.59552
C -4.76426 0.92991 -1.39762
C -3.44464 0.91408 -0.96832
C -1.49548 2.44000 2.00743
C -0.79156 2.77616 3.16175
C -0.89634 4.06129 3.66885
C -1.70879 4.99330 3.03443
C -2.40617 4.64966 1.88252
C -2.31012 3.36852 1.36373
H -3.92032 -0.55759 2.07004
H -6.25142 -0.54634 1.26772
H -6.79741 0.42901 -0.93943
H -5.01185 1.36270 -2.35759
H -2.66858 1.31539 -1.60855
H -0.18308 2.03844 3.67226
H -0.36188 4.32499 4.57133
H -1.81763 5.98173 3.46055
H -3.04260 5.37314 1.39031
H -2.87262 3.09736 0.48009
O 0.57859 -1.32521 -0.40884
S 0.80320 -2.41852 -1.45411
C 2.37019 -3.25859 -1.11777
C 3.31099 -3.22152 -2.13856
C 4.53179 -3.84573 -1.93273
C 4.77751 -4.50728 -0.73270
C 3.82216 -4.52801 0.27745
C 2.59314 -3.91768 0.08921
C -0.28048 -3.74914 -0.98266
C -0.81796 -3.82391 0.31461
C -1.62761 -4.88178 0.62837
C -1.94844 -5.84909 -0.36062
C -1.41763 -5.75697 -1.65888
C -0.58841 -4.71530 -1.97789
H 3.11126 -2.72550 -3.08068
H 5.27987 -3.82270 -2.71315
H 5.71551 -5.02833 -0.59270
H 4.01924 -5.02922 1.21546
H 1.84662 -3.95370 0.87179
H -0.57120 -3.07537 1.05311
H -2.00967 -4.98620 1.63548
H -2.61202 -6.66845 -0.11038
H -1.66697 -6.49840 -2.40615
H -0.18090 -4.62585 -2.97805
*
```

=====

3.
A structure of composition C30H27BrHgN3O3Sb. Source: the OMol25 dataset; level of theory: the ωB97M-V functional and the def2-TZVPD basis.

Output
**Total energy**: -122909.0686 eV
**Energy relative to the best compared isomer or geometry (same formula, charge and spin)**: 0.0 kJ/mol
**HOMO energy (alpha / beta)**: -11.5 / -11.6 eV

The geometry in ORCA input format:
```
! RIJCOSX wB97M-V def2-TZVPD def2/J DEFGRID3
* xyz 1 2
Hg 0.28591 -0.69952 0.54780
O -0.21596 -2.04501 6.81624
C -0.08504 -1.66597 5.54292
C 0.62768 -0.51540 5.16223
C 0.71671 -0.19375 3.83450
N 0.13805 -0.95283 2.87350
C -0.50748 -2.00526 3.28228
Br -0.07376 -3.14998 -0.23599
C -0.68825 -2.45552 4.55839
H 0.24153 -1.43888 7.41035
H 1.10528 0.11285 5.90157
H 1.25652 0.68403 3.50392
H -1.24541 -3.34552 4.80217
O 2.87318 -4.24501 1.22615
C 3.63162 -4.40672 0.04038
N 4.98301 -3.99126 0.26351
C 5.50747 -2.74352 0.13423
O 6.67734 -2.50410 0.34644
C 4.59091 -1.62893 -0.29530
C 5.03981 -0.70754 -1.23417
C 4.20326 0.32626 -1.61750
C 2.94987 0.41862 -1.04006
N 2.53196 -0.44111 -0.10903
C 3.33702 -1.44421 0.25927
H 1.94367 -4.39904 1.00405
H 3.19605 -3.81861 -0.77593
H 3.64140 -5.45831 -0.26086
H 5.63039 -4.65459 0.66373
H 6.03139 -0.81523 -1.65227
H 4.50819 1.04837 -2.35932
H 2.25319 1.19671 -1.32925
H 2.95133 -2.13391 0.99915
C -1.62187 5.91844 -0.13036
C -0.69063 5.21838 0.62068
C -0.60448 3.83935 0.50279
C -1.45012 3.16349 -0.36696
C -2.38402 3.86826 -1.12157
C -2.46683 5.24520 -0.99963
Sb -1.34524 1.09263 -0.58791
C -3.30313 0.40457 -0.23756
C -4.25895 1.23972 0.32780
C -5.52496 0.75076 0.61138
C -5.83795 -0.56924 0.33349
C -4.88054 -1.40752 -0.21884
C -3.61214 -0.92679 -0.49653
C -1.00848 0.81942 -2.64956
C -1.11016 -0.45363 -3.20168
C -0.81469 -0.65204 -4.54036
C -0.40049 0.41188 -5.32838
C -0.27771 1.67610 -4.77653
C -0.57970 1.88162 -3.43826
H -1.69030 6.99294 -0.03926
H -0.03093 5.74260 1.29787
H 0.12575 3.29733 1.09286
H -3.04783 3.35246 -1.80651
H -3.19190 5.79354 -1.58479
H -4.03301 2.27770 0.54415
H -6.26708 1.40452 1.04916
H -6.82563 -0.94876 0.55190
H -5.11593 -2.44111 -0.43018
H -2.86934 -1.61012 -0.89298
H -1.39989 -1.30550 -2.59715
H -0.90441 -1.64190 -4.96594
H -0.17108 0.25252 -6.37234
H 0.04794 2.50655 -5.38788
H -0.49107 2.87951 -3.02399
*
```